97
Properties=species:S:1:pos:R:3:forces:R:3:mulliken_charge:R:1 method="wB97M-V/def2-TZVPD" multiplicity=1 homo_energy_ev=-10.3606 gap_ev=10.48
C 3.29546 1.98086 1.19246 -0.3 0.0 0.0 -0.7470
B 2.37358 0.83676 0.67437 -0.6 0.2 0.5 0.0557
O 2.19626 -0.28574 1.46368 0.8 0.0 -0.2 -0.4863
C 1.71121 0.80415 -0.81067 1.2 -0.2 0.5 -0.1072
O 2.81052 1.27523 -1.64106 -0.1 0.2 -0.1 -0.4299
S 2.32028 1.98283 -2.97967 0.5 0.4 0.2 1.0713
O 2.63102 1.19834 -4.11995 -0.1 -0.3 -0.1 -0.4534
O 2.76730 3.33269 -2.93645 -0.1 -0.1 0.1 -0.6013
O 0.79269 1.86552 -2.66389 -0.2 -0.1 0.1 -0.4359
C 0.48635 1.64138 -1.21733 -0.2 0.5 -0.9 0.7475
O -0.73863 1.04773 -1.22843 0.1 -0.2 0.6 -0.5188
C -0.85857 -0.37983 -1.29937 -0.3 -0.1 -0.3 -1.1145
C -0.70709 -1.07923 0.04751 -0.6 -0.1 0.2 2.1732
C 0.00102 -2.42631 -0.06124 0.0 0.6 0.3 -1.8841
O -2.04136 -1.30770 0.55712 0.1 0.0 -0.1 -0.5845
C 0.32917 3.04172 -0.51734 -0.3 -0.4 -0.5 -0.8840
Br -0.38396 4.35886 -1.78979 0.1 -0.2 0.0 -0.0130
C -0.66462 3.00950 0.63373 -0.2 0.9 0.3 0.5332
C -1.04671 4.39307 1.19136 0.2 -0.5 0.4 -1.4912
Br 0.06378 1.96551 2.12475 0.0 -0.2 0.0 -0.1490
H 2.97114 2.99223 0.95168 0.1 0.0 -0.1 0.2577
H 4.28723 1.84211 0.75125 0.1 0.0 0.0 0.3659
H 3.38205 1.90612 2.27535 0.2 0.0 0.0 0.1913
H 2.40331 -1.08973 0.97968 -0.5 -0.3 0.0 0.3199
H 1.59247 -0.24690 -1.08095 -0.5 0.1 -0.2 0.2995
H -0.21805 -0.80946 -2.06965 0.2 0.2 0.0 0.5114
H -1.88590 -0.53757 -1.62443 0.0 0.0 0.0 0.3386
H -0.22396 -0.41793 0.76424 0.4 0.0 -0.2 -0.4205
H -0.72615 -3.17767 -0.34531 0.1 -0.1 -0.1 0.5011
H 0.79886 -2.38342 -0.80243 0.0 -0.2 0.0 0.3890
H 0.42906 -2.67562 0.90939 0.0 -0.2 0.0 0.2979
H -2.10992 -0.93734 1.43773 0.0 0.1 0.1 0.3637
H 1.30252 3.42808 -0.23500 0.0 0.0 0.1 0.3232
H -1.57261 2.50619 0.32970 0.1 -0.3 0.0 0.3407
H -1.28341 4.28394 2.24744 -0.1 0.0 0.0 0.4790
H -0.21793 5.09351 1.12195 0.0 0.1 -0.1 0.3394
H -1.93454 4.76632 0.69045 0.1 0.2 -0.2 0.3683
C -4.27273 -3.02255 -2.53783 0.0 0.0 -0.1 -0.8706
C -3.84112 -3.72668 -3.81986 -0.1 0.1 0.1 -0.4003
C -3.09933 -5.04114 -3.55226 -0.1 0.1 -0.2 -0.5063
C -1.84016 -4.81785 -2.84592 0.0 -0.1 0.1 0.3547
N -0.86388 -4.63749 -2.26984 0.0 0.0 -0.1 -0.4594
H -3.41404 -2.73744 -1.92724 0.0 0.0 0.0 0.0845
H -4.83114 -2.11575 -2.76891 0.0 0.0 0.0 0.3242
H -4.91438 -3.66655 -1.93394 0.0 0.0 0.0 0.3431
H -3.20644 -3.06423 -4.41090 0.0 0.0 0.0 0.2790
H -4.71871 -3.95037 -4.42826 0.0 0.0 0.0 0.3040
H -2.88217 -5.55346 -4.49059 0.1 0.0 0.0 0.2964
H -3.72133 -5.71285 -2.95819 0.0 0.0 0.1 0.2789
C 2.11530 -0.99366 5.59344 0.1 0.0 0.0 -1.1324
C 1.87896 0.11146 6.61455 0.0 -0.2 0.0 -0.4500
C 1.61706 1.46888 5.95688 -0.1 0.0 0.2 -0.1827
C 2.77143 1.94751 5.19806 -0.1 0.0 -0.1 0.3106
N 3.68682 2.29658 4.59968 0.0 0.0 0.1 -0.5532
H 3.00815 -0.79852 4.99624 0.0 0.0 0.0 0.4886
H 2.25321 -1.95216 6.09456 0.0 0.0 0.0 0.2411
H 1.26578 -1.08827 4.91462 0.0 0.0 0.0 0.2413
H 2.73815 0.18685 7.28406 0.0 0.1 0.0 0.3271
H 1.01493 -0.14100 7.22770 0.0 0.0 0.0 0.3122
H 1.36678 2.21594 6.71145 0.0 0.0 0.0 0.3764
H 0.75972 1.39802 5.28397 0.0 0.0 -0.1 0.0241
C -3.91388 4.57317 -2.74707 -0.1 -0.1 0.0 -0.8393
C -5.38011 4.28661 -2.44590 0.2 0.0 -0.1 -0.4741
C -6.24701 5.54984 -2.45552 -0.1 -0.2 0.0 -0.4629
C -5.86445 6.48237 -1.39618 0.0 0.1 -0.1 0.2525
N -5.56097 7.21525 -0.56674 0.0 0.0 0.0 -0.4238
H -3.47102 5.22037 -1.98902 0.0 0.0 0.0 0.2741
H -3.33924 3.64804 -2.76770 0.0 0.0 0.0 0.1803
H -3.80153 5.06048 -3.71770 0.0 0.0 0.0 0.3077
H -5.46874 3.79285 -1.47642 0.0 0.0 0.0 0.2905
H -5.77731 3.59467 -3.19068 -0.1 0.0 0.0 0.3140
H -7.29762 5.28892 -2.31940 0.0 0.1 0.0 0.2999
H -6.16657 6.05712 -3.41843 0.0 0.1 0.0 0.2832
C 3.77595 0.31183 -7.35659 0.0 0.0 0.0 -1.1345
C 4.86310 -0.42311 -6.58499 -0.1 0.1 0.0 -0.2652
C 6.25152 -0.26773 -7.21443 -0.1 -0.1 0.2 -0.4551
C 6.33014 -0.87476 -8.54262 0.1 0.1 0.0 0.2501
N 6.39056 -1.34939 -9.58595 0.0 0.0 0.0 -0.4258
H 3.66244 -0.08467 -8.36716 0.1 0.0 0.0 0.4352
H 2.81933 0.21197 -6.84577 0.0 0.0 0.0 0.2532
H 4.00358 1.37653 -7.43169 0.0 0.0 0.0 0.2973
H 4.61305 -1.48308 -6.51091 0.1 0.0 0.0 0.3013
H 4.90447 -0.03471 -5.56631 0.0 0.0 0.0 0.1641
H 7.00698 -0.73495 -6.58076 0.0 0.0 -0.1 0.3011
H 6.51251 0.78893 -7.29493 0.0 0.0 -0.1 0.2860
C 0.11143 -5.18585 8.83811 0.0 0.0 0.0 -1.1434
C -0.74633 -5.41031 7.59859 0.1 0.0 0.2 -0.4135
C -0.36118 -4.49024 6.43523 -0.1 -0.2 0.0 -0.3648
C -0.59020 -3.08100 6.74750 0.1 0.0 -0.1 0.2488
N -0.76286 -1.97443 6.99813 -0.1 0.0 0.0 -0.4814
H -0.01573 -4.17591 9.23042 0.0 0.0 0.0 0.3402
H -0.16444 -5.88539 9.62639 0.0 0.0 0.0 0.3299
H 1.16967 -5.33276 8.61442 0.0 0.0 0.0 0.3077
H -1.79892 -5.26418 7.84583 0.0 0.0 0.0 0.2966
H -0.63976 -6.44267 7.26206 0.0 0.0 -0.1 0.3089
H -0.94084 -4.74220 5.54595 0.0 0.1 0.0 0.3112
H 0.69123 -4.62507 6.17791 0.0 0.1 0.0 0.2720